Entry from the Open Molecules 2025 dataset: a molecular structure, C13H22BrO11Pd at a distorted geometry (ωB97M-V with the def2-TZVPD basis set).

Summary:
E_HOMO (spin up / spin down) ... -7.14 / -6.63 eV
E_LUMO (spin up / spin down) ... 0.3641 / -1.1474 eV
Spin multiplicity ... 4
Total charge ... 0
Orbital gap (spin up / spin down) ... 7.507 / 5.486 eV

Each line ends with the Mulliken spin population.
Element x y z (Å)
Pd: 1.141 -0.494 -0.007  1.261
Br: 0.893 -0.412 2.631  0.145
C: -0.676 0.431 -3.321  0.127
C: 0.821 0.651 -3.278  -0.015
O: 1.251 -0.188 -2.341  0.861
H: -1.203 0.462 -2.367  -0.009
H: -0.994 -0.541 -3.699  -0.002
H: -1.187 1.186 -3.919  0.000
H: 1.100 1.662 -2.979  0.019
H: 1.268 0.347 -4.225  0.007
C: 1.287 -4.665 0.250  -0.018
C: 2.499 -3.797 0.053  -0.015
O: 2.243 -2.490 -0.518  0.502
H: 1.079 -5.363 -0.560  0.002
H: 0.447 -4.014 0.493  0.003
H: 1.402 -5.287 1.137  -0.001
H: 3.454 -4.142 -0.343  0.031
H: 2.998 -3.603 1.003  0.027
C: -3.294 3.049 1.220  0.000
C: -2.145 3.638 1.997  0.000
O: -1.078 2.870 1.634  -0.001
C: -1.409 1.886 0.830  0.002
O: -0.607 1.212 0.159  0.012
O: -2.708 1.856 0.820  0.000
H: -3.650 3.523 0.305  0.000
H: -4.076 2.625 1.851  0.000
H: -2.266 3.730 3.076  0.000
H: -2.041 4.636 1.572  0.000
C: 3.950 3.888 1.570  0.001
C: 3.093 4.396 0.346  0.000
O: 2.596 3.217 -0.183  0.001
C: 3.170 2.140 0.361  0.017
O: 2.854 0.963 0.041  0.008
O: 3.909 2.488 1.376  0.001
H: 3.412 4.179 2.472  0.000
H: 4.899 4.420 1.500  0.000
H: 3.670 4.849 -0.461  0.000
H: 2.326 5.061 0.743  0.000
C: -2.879 -4.128 0.726  -0.001
C: -3.665 -3.649 -0.434  0.001
O: -2.716 -2.791 -0.964  0.001
C: -1.766 -2.426 -0.072  0.010
O: -0.880 -1.611 -0.274  0.021
O: -1.971 -3.204 0.962  -0.001
H: -2.414 -5.083 0.479  0.000
H: -3.573 -4.078 1.565  0.000
H: -4.477 -2.983 -0.145  0.000
H: -4.086 -4.417 -1.083  0.000



Entry from the Open Molecules 2025 dataset: C13H22N2O2Si in the gas phase at a distorted geometry (ωB97M-V with the def2-TZVPD basis set).

Summary:
E_HOMO ... -8.38 eV
E_LUMO ... 0.4326 eV
Spin multiplicity ... 1
Energy relative to the best compared isomer or geometry (same formula, charge and spin) ... 10.6 kcal/mol
SMILES ... CC(C)(C)[Si](C)(C)ONC(=O)Nc1ccccc1
Total charge ... 0
Orbital gap ... 8.810 eV

Each line ends with the natural charge from an NBO analysis.
Element x y z (Å)
C: 0.872 -1.095 1.261  -0.636
C: 1.927 -0.003 1.491  -0.511
C: 1.321 1.198 2.250  -0.632
C: 3.047 -0.624 2.235  -0.607
Si: 2.488 0.444 -0.263  1.940
C: 4.138 1.345 -0.187  -1.152
C: 2.782 -0.917 -1.600  -1.138
O: 1.480 1.647 -0.832  -0.706
N: 0.241 1.346 -1.443  -0.333
C: -0.833 0.829 -0.784  0.751
O: -1.004 1.021 0.429  -0.647
N: -1.804 0.295 -1.604  -0.621
C: -2.996 -0.306 -1.154  0.168
C: -3.982 -0.409 -2.196  -0.252
C: -5.359 -0.625 -1.848  -0.196
C: -5.731 -0.694 -0.472  -0.245
C: -4.759 -0.657 0.561  -0.191
C: -3.411 -0.430 0.229  -0.235
H: 1.060 -1.663 0.358  0.192
H: -0.172 -0.783 1.184  0.244
H: 0.844 -1.755 2.132  0.204
H: 0.892 0.864 3.206  0.203
H: 0.551 1.654 1.545  0.268
H: 2.038 1.995 2.411  0.200
H: 3.867 0.161 2.307  0.213
H: 2.612 -0.917 3.224  0.207
H: 3.323 -1.549 1.696  0.205
H: 4.809 0.711 0.412  0.235
H: 4.609 1.392 -1.216  0.236
H: 4.014 2.309 0.248  0.242
H: 3.395 -1.770 -1.192  0.251
H: 3.296 -0.588 -2.454  0.242
H: 1.757 -1.313 -1.752  0.226
H: 0.476 1.034 -2.377  0.368
H: -1.626 0.385 -2.633  0.401
H: -3.786 -0.009 -3.198  0.207
H: -6.128 -0.505 -2.580  0.216
H: -6.670 -0.971 0.004  0.220
H: -4.923 -0.727 1.625  0.220
H: -2.658 -0.320 0.975  0.245



Entry from the Open Molecules 2025 dataset: 2 unconnected molecules or ions with the total composition C13H22N3O7 at a distorted geometry (ωB97M-V with the def2-TZVPD basis set).

Summary:
E_HOMO ... -4.95 eV
E_LUMO ... 2.4737 eV
Spin multiplicity ... 1
Total charge ... -1
Orbital gap ... 7.427 eV

Each line ends with the natural charge from an NBO analysis.
Element x y z (Å)
O: 4.092 2.209 1.139  -0.661
O: -0.089 -1.047 -0.397  -0.764
O: -3.892 -3.413 -4.404  -0.643
O: 0.233 3.935 2.574  -0.652
O: -2.145 -0.548 0.151  -0.787
O: -2.044 -4.692 -4.163  -0.670
O: -3.026 -2.846 0.872  -0.784
C: 3.771 2.965 0.234  0.684
C: -0.924 -0.277 0.123  0.787
C: -2.885 -3.700 -3.770  0.791
C: 1.165 3.248 2.160  0.661
N: 2.113 2.782 2.980  -0.624
N: -1.356 -3.263 -1.736  -0.665
N: 2.525 3.363 -0.023  -0.594
C: 4.834 3.504 -0.693  -0.704
C: 2.119 2.958 4.429  -0.409
C: -0.459 1.053 0.747  -0.511
C: -1.690 -4.207 -0.669  -0.252
C: -2.604 -2.911 -2.456  -0.161
C: -3.723 -3.140 -1.423  -0.440
C: -3.080 -3.789 -0.202  0.083
C: 0.946 1.484 0.290  -0.392
C: 1.273 2.948 0.649  -0.127
H: -2.421 -5.019 -4.988  0.480
H: -2.639 -1.972 0.555  0.504
H: 2.875 2.268 2.547  0.435
H: -0.937 -2.409 -1.309  0.432
H: 2.412 3.981 -0.807  0.395
H: 5.802 3.116 -0.378  0.239
H: 4.840 4.590 -0.647  0.219
H: 4.622 3.169 -1.707  0.226
H: 3.085 2.655 4.835  0.200
H: 1.330 2.346 4.868  0.201
H: 1.932 4.005 4.674  0.206
H: -0.469 0.965 1.835  0.217
H: -1.167 1.836 0.464  0.209
H: -1.721 -5.226 -1.068  0.160
H: -0.961 -4.173 0.147  0.217
H: -2.561 -1.850 -2.725  0.237
H: -4.188 -2.186 -1.154  0.240
H: -4.504 -3.793 -1.822  0.201
H: -3.648 -4.665 0.125  0.155
H: 1.001 1.386 -0.796  0.215
H: 1.687 0.820 0.736  0.222
H: 0.475 3.540 0.202  0.224